No. 1
# C23H28BDyN2O

A structure of composition C23H28BDyN2O (ωB97M-V/def2-TZVPD, OMol25).

Geometry as XYZ:
```
56
Properties=species:S:1:pos:R:3
H 2.06 -1.03 -5.87
H 1.73 3.68 -4.27
H 2.16 0.42 -2.34
H -1.56 0.98 5.09
H -1.53 -1.31 -4.59
H 2.93 2.85 -1.44
H 0.28 -3.40 -1.78
H -1.91 0.70 -4.46
H 0.44 1.14 5.07
C -3.56 -1.50 -2.81
C 2.44 0.59 1.00
C -1.77 -2.55 -1.36
C 1.83 2.64 -4.59
H -0.58 3.30 -3.79
C 2.68 1.99 -0.82
H 1.66 -1.16 -0.20
C -0.40 -3.26 0.35
C 0.76 0.63 -5.39
C 0.67 1.91 -4.84
H 3.28 2.66 1.24
H -1.93 -2.98 1.96
B -0.53 0.57 4.59
C 2.85 1.89 0.60
H -0.17 -1.79 -3.55
H -3.93 -2.50 -3.05
C 1.98 -0.12 -0.16
Dy 0.33 1.76 -0.03
C 3.17 0.74 -5.23
H -0.47 -0.55 -1.52
C -1.67 -2.95 0.91
C -0.58 0.88 3.10
C 2.19 0.73 -1.29
H 0.48 -3.59 0.91
H -4.12 -1.10 -1.96
C -2.53 -2.55 -0.15
C -1.24 1.05 -2.59
C -2.06 -1.58 -2.51
H -0.43 -0.64 4.74
H 3.99 2.62 -4.56
H 4.14 0.25 -5.32
H -3.74 -0.87 -3.69
H -0.15 0.13 -5.73
C -0.48 -3.09 -1.05
H -1.39 -3.00 -4.01
C -1.24 -1.94 -3.74
C 3.08 2.06 -4.77
C 2.01 0.01 -5.53
C -0.67 2.46 -4.50
H -1.19 2.84 -5.39
C -1.49 -0.26 -1.89
N -0.61 1.14 1.95
H -3.58 -2.28 -0.08
H 2.56 0.15 1.99
H -2.11 -0.03 -0.99
O -0.59 1.91 -1.84
N -1.50 1.38 -3.84
```

Output
Total energy: -1987.768217 Eh
LUMO energy (spin up / spin down): -2.0 / -0.1 eV
Kohn-Sham gap (spin up / spin down): 4.41 / 6.74 eV
Net charge: 0
Multiplicity: 6
Energy above the lowest of the compared OMol25 structures with the same formula, charge and spin: 0.0 kcal per mole

No. 2
# C23H28BMoN6O3Se3Te

A structure of composition C23H28BMoN6O3Se3Te (ωB97M-V/def2-TZVPD, OMol25).

Geometry as XYZ:
```
66
Properties=species:S:1:pos:R:3
H -0.31 -3.78 0.08
C -1.16 -2.78 -4.78
C -1.24 2.00 3.69
C -0.09 -3.48 -4.14
C 1.55 -1.31 2.76
B -1.33 -2.38 -2.54
C 3.23 5.80 1.12
H -2.26 -2.48 -6.65
H 0.85 -5.46 -6.74
H -2.00 2.49 -0.08
H 3.33 5.69 2.21
C -2.71 1.77 1.81
C 1.30 -3.60 2.18
C 0.38 -4.61 -6.17
H 0.69 5.64 3.15
H 2.56 4.40 -1.56
C 0.42 -2.94 0.11
C -0.63 -3.87 -6.81
H 0.64 -2.73 -0.95
C 2.03 4.33 -0.64
C 2.51 -2.08 0.69
H 0.15 0.25 1.15
Te -5.37 -0.81 -1.80
H 0.60 -4.48 2.18
Se -4.12 -2.92 0.04
C -0.26 2.53 2.87
H 2.47 -1.58 3.28
H 1.48 -4.97 -4.37
N -0.27 -1.80 0.74
H -1.05 1.82 4.73
H -1.15 -1.28 2.63
O -1.85 -2.10 -3.81
H -1.26 -2.97 2.10
C 0.64 -0.61 0.69
H -0.84 -4.09 -7.86
C 0.69 -4.41 -4.82
H 3.06 6.86 0.94
H 0.63 2.85 3.36
C 0.28 5.62 2.14
H -3.67 1.48 1.34
N 1.66 -3.30 0.75
H -3.31 1.30 3.84
Mo -2.00 -1.80 -0.41
H 2.22 -3.87 2.68
H 1.07 -0.48 3.33
O -0.21 -3.22 -2.79
H 4.18 5.50 0.65
C -1.74 2.33 0.97
Se -6.21 0.52 0.00
C -1.41 -2.94 -6.12
C -2.50 1.67 3.20
H -0.77 5.34 2.22
N 0.63 -2.46 2.87
H 0.89 -0.37 -0.37
C -0.48 2.73 1.48
Se -2.69 0.29 -1.32
C 2.17 4.99 0.54
O 0.52 2.61 -1.38
H 2.71 -1.82 -0.37
N 0.30 3.64 0.74
H 3.46 -2.35 1.16
N 1.06 4.66 1.35
C -0.58 -2.10 2.14
N 1.87 -0.92 1.36
H 0.34 6.62 1.70
C 0.87 3.42 -0.52
```

Output
Total energy: -9012.583883 Eh
LUMO energy (spin up / spin down): -5.3 / -5.3 eV
Kohn-Sham gap (spin up / spin down): 4.93 / 4.99 eV
Net charge: +1
Multiplicity: 3
Energy above the lowest of the compared OMol25 structures with the same formula, charge and spin: 19.2 kcal per mole

No. 3
# C23H28Cl2N6SSiW

A structure of composition C23H28Cl2N6SSiW (ωB97M-V/def2-TZVPD, OMol25).

Geometry as XYZ:
```
62
Properties=species:S:1:pos:R:3
H 4.43 0.17 -3.25
C 0.32 -1.18 -2.71
Si -2.33 -1.07 -1.67
H 4.16 0.94 1.34
C 1.46 -1.06 3.04
C -1.53 2.32 4.98
H -3.75 -0.13 -3.60
H 1.08 -0.90 4.00
H -0.57 -2.97 -3.59
H -3.24 -0.66 5.12
H 3.33 1.46 -3.41
H -2.38 -3.40 -2.74
C 3.86 1.95 1.17
H -3.02 1.44 6.37
C 1.07 -0.37 1.92
C 1.22 -2.42 -4.52
S -0.59 2.44 -1.71
C -0.78 2.10 3.81
C 2.78 -1.22 0.60
C 2.37 -1.58 -4.50
H 3.17 -1.66 -5.21
C 3.34 -1.87 1.68
H -2.12 -0.32 -4.08
H -3.81 -3.09 -1.65
C -0.83 0.84 3.23
C -3.14 -0.39 -0.15
C -2.31 1.28 5.54
C 2.38 -0.57 -3.60
C -1.69 -0.16 3.69
N -1.38 2.10 0.90
H 4.26 -2.47 1.60
H -3.43 0.62 -0.03
H 3.29 -1.11 -0.36
H -1.34 3.23 5.55
Cl 2.88 2.00 -0.38
N 1.38 -0.34 -2.71
H -1.78 -1.13 3.22
N -0.30 1.24 0.90
W 0.62 0.56 -0.92
H -4.06 -0.96 -0.17
C 0.20 -2.21 -3.62
H 3.01 -2.36 3.71
C -0.04 0.63 1.98
Cl 2.99 2.67 2.56
H -0.17 2.92 3.40
C 2.58 -1.88 2.85
C -2.44 0.08 4.85
H -2.67 0.95 -2.98
H -3.00 3.72 -1.28
H 3.83 0.51 -4.83
C 3.53 0.45 -3.77
H 1.15 -3.17 -5.23
H -2.61 -0.81 0.75
H -2.34 -3.45 -0.99
C -2.75 -0.09 -3.19
N 1.64 -0.45 0.71
N -2.62 3.56 -0.37
H -3.12 3.85 0.50
C -1.68 2.63 -0.24
N -0.50 -0.83 -1.57
C -2.72 -2.91 -1.83
H 4.73 2.53 0.91
```

Output
Total energy: -2896.478532 Eh
LUMO energy (spin up / spin down): -7.0 / -7.1 eV
Kohn-Sham gap (spin up / spin down): 7.03 / 7.12 eV
Net charge: +2
Multiplicity: 3
Energy above the lowest of the compared OMol25 structures with the same formula, charge and spin: 7.0 kcal per mole

No. 4
# C23H28FN3O3S

An isolated molecule of C23H28FN3O3S (ωB97M-V/def2-TZVPD, OMol25).

Geometry as XYZ:
```
59
Properties=species:S:1:pos:R:3
C 1.19 0.52 0.36
H -0.85 3.48 -2.53
H 0.01 4.41 -1.28
O -1.38 1.65 0.91
F -3.83 -3.43 -1.42
C -1.77 -6.19 -3.64
H -4.90 -5.07 -3.03
C 2.88 5.46 3.00
H 3.82 5.79 3.40
C -1.07 -5.33 -2.81
C -3.15 -6.11 -3.74
O 0.48 2.83 3.66
C -1.00 -1.48 0.15
H -3.70 -6.77 -4.39
H -0.12 -3.65 1.36
H -1.68 -1.94 0.88
H -0.48 4.27 1.53
H 0.39 -4.94 -0.66
C -1.72 -4.36 -2.05
C 1.02 3.93 3.04
H 1.74 3.21 0.11
H 3.20 1.19 0.74
H 1.37 1.18 2.35
N -1.05 -3.53 -1.16
S 1.31 2.60 -2.17
H 1.60 -3.41 0.93
H -0.58 -1.64 -1.96
H 0.65 6.20 0.58
C -3.82 -5.16 -2.99
H -1.52 3.03 3.08
C 0.56 -3.23 0.62
C 1.43 -0.98 0.61
C 2.28 2.59 -0.61
O 2.54 -1.38 0.90
N 0.36 -1.79 0.55
H 0.43 0.67 -0.41
C -0.71 2.29 3.13
H 2.66 3.84 4.40
C 2.49 1.18 -0.09
H -2.29 -1.87 -1.53
H 0.00 -5.41 -2.77
C 2.31 6.12 1.92
N 0.71 1.14 1.58
H -0.73 2.82 -0.89
C 0.45 4.59 1.96
C -1.27 -2.09 -1.22
H 3.23 3.06 -0.83
H -1.00 1.50 3.83
H 2.94 0.57 -0.88
C -3.12 -4.32 -2.16
C 1.10 5.69 1.41
C 0.29 -3.85 -0.75
H -1.23 -6.93 -4.22
C -0.22 3.41 -1.64
C 2.24 4.37 3.55
H 2.81 6.97 1.48
H -1.19 -0.41 0.14
H 1.04 -3.48 -1.47
C -0.51 1.66 1.75
```

Output
Total energy: -1781.307868 Eh
SMILES: CSCC[C@H](NC(=O)COc1ccccc1)C(=O)N1CCN(c2ccccc2F)CC1
LUMO energy: 0.7 eV
Kohn-Sham gap: 8.76 eV
Net charge: 0
Energy above the lowest of the compared OMol25 structures with the same formula, charge and spin: 18.8 kcal per mole

Among the records above, which one has the highest total energy?
C23H28FN3O3S

Among the records above, which one has the highest net charge?
C23H28Cl2N6SSiW

Among the records above, which one has the lowest total energy?
C23H28BMoN6O3Se3Te